Molecular formula: C33H32BrN5O6STl
Method: DFT, the ωB97M-V functional and the def2-TZVPD basis

XYZ file:
```
79
Properties=species:S:1:pos:R:3:forces:R:3
Tl -0.17987 -0.64233 -1.75659 0.1 0.2 -0.1
Br 0.35881 -1.78543 2.29184 -0.2 -0.4 0.2
C -0.84723 -2.93792 1.35274 -0.1 0.1 -0.4
C -1.57888 -3.86655 2.07470 0.5 0.3 0.0
C -2.41107 -4.70404 1.36643 -0.3 -0.4 -0.5
C -2.46140 -4.61069 -0.01495 0.5 1.0 -0.3
C -1.69709 -3.62144 -0.65969 -0.4 -0.6 1.0
N -0.91413 -2.78747 0.04296 0.1 -0.1 0.0
C -1.74921 -3.49924 -2.17676 1.0 0.9 -1.1
O -2.57433 -4.14939 -2.80479 0.0 -0.1 0.5
O -0.86338 -2.69571 -2.67574 -0.7 -0.8 0.3
H -1.42509 -3.91800 3.13372 -0.2 -0.1 0.4
H -3.01374 -5.45993 1.85184 0.0 0.0 0.2
H -3.08502 -5.22188 -0.63556 -0.2 -0.3 -0.1
C -3.27615 0.52903 7.42605 0.3 0.4 0.4
C -2.98663 0.55964 5.95968 0.1 0.0 0.3
C -3.02890 -0.61479 5.22062 -0.1 -0.1 0.2
C -2.82686 -0.58907 3.85814 -0.1 0.3 -0.1
C -2.61335 0.62970 3.23465 0.1 0.4 0.0
C -2.49780 1.81564 3.95680 -0.2 -0.5 0.4
C -2.68440 1.76475 5.33013 0.0 -0.1 -0.2
S -1.11987 1.03172 1.13641 0.0 -0.8 0.3
O -2.60409 0.69218 1.85079 0.2 0.1 -0.1
O -0.62071 2.28068 1.67496 -0.1 0.5 0.0
N -1.87193 1.11241 -0.33545 0.0 0.0 -0.4
C -2.11950 2.23890 -0.97563 -0.1 0.5 -0.2
C -2.30686 3.49460 -0.33858 -0.2 -0.1 -0.3
C -2.74465 4.62268 -1.03065 0.0 -0.1 0.2
C -2.94688 4.57226 -2.38573 0.5 -0.3 -0.3
C -2.65100 3.37071 -3.10691 -0.4 0.3 -0.3
C -2.78748 3.30824 -4.52136 0.2 -0.2 0.5
C -2.52256 2.13298 -5.16389 0.3 -0.6 0.6
C -2.09731 1.02065 -4.38714 -0.3 0.5 -0.1
N -2.00324 1.04810 -3.07939 0.0 0.2 0.1
C -2.27140 2.19805 -2.42569 -0.2 0.1 -0.2
H -3.06311 -0.44723 7.85721 0.0 0.0 0.1
H -4.31747 0.76704 7.62405 -0.2 0.0 0.0
H -2.68116 1.29199 7.94926 -0.1 -0.3 -0.1
H -3.24392 -1.56873 5.70824 0.1 0.3 -0.1
H -2.87163 -1.49847 3.29222 0.0 -0.2 -0.4
H -2.27537 2.74618 3.46416 0.0 0.0 -0.2
H -2.60054 2.68024 5.90701 -0.1 -0.1 0.0
H -2.18971 3.53029 0.72210 0.1 0.1 0.4
H -2.92352 5.53390 -0.46994 0.0 -0.1 -0.1
H -3.26120 5.44335 -2.94316 -0.1 0.0 0.0
H -3.06541 4.19811 -5.06465 -0.1 0.1 -0.1
H -2.61312 2.00420 -6.22395 0.0 0.1 -0.4
H -1.83064 0.08218 -4.85776 -0.1 -0.1 -0.1
O 2.07236 -0.11515 -0.06730 0.6 -0.4 0.2
C 2.73753 -1.13015 0.17802 -0.7 0.6 -0.1
C 3.84130 -1.11515 1.19212 0.5 -0.1 0.1
C 5.22340 -1.24325 0.52342 0.1 0.3 0.2
C 5.61363 -2.67292 0.20425 0.3 -0.3 -0.1
C 4.68058 -3.43437 -0.74094 0.3 -0.1 -0.3
C 3.22971 -3.54154 -0.28803 0.3 0.3 -0.3
N 2.49793 -2.29395 -0.44765 -0.1 -0.3 -0.2
H 3.71180 -1.94909 1.88307 -0.1 -0.1 0.1
H 3.75565 -0.19540 1.76939 0.0 0.0 -0.1
H 5.99417 -0.81610 1.17758 -0.2 -0.1 0.0
H 5.25024 -0.63713 -0.38415 -0.1 0.1 -0.1
H 5.69404 -3.23012 1.14165 -0.1 0.0 0.1
H 6.63694 -2.68654 -0.20476 -0.3 0.0 0.0
H 5.06980 -4.44720 -0.84646 0.1 -0.1 0.0
H 4.71359 -3.00494 -1.75130 -0.1 0.1 0.2
H 3.19017 -3.91635 0.72880 -0.1 0.1 0.4
H 2.71205 -4.28100 -0.88850 -0.1 -0.1 -0.2
H 1.81309 -2.26452 -1.19219 0.1 0.0 0.1
O 2.23521 -0.03259 -3.26461 -0.1 0.4 -0.1
N 2.37737 1.24600 -3.21110 0.3 0.3 0.4
C 1.82938 2.06102 -4.14726 0.4 0.1 0.1
C 2.10842 3.41872 -4.15979 0.0 -0.3 0.1
C 2.92158 3.98463 -3.18322 -0.4 -0.2 -0.5
C 3.38676 3.16318 -2.18172 0.2 -0.1 0.2
C 3.09956 1.82312 -2.20505 -0.1 -0.6 0.0
H 1.25451 1.54595 -4.89492 -0.1 -0.1 -0.1
H 1.68262 3.99544 -4.96730 0.0 0.1 0.0
H 3.18725 5.01905 -3.21059 0.0 0.5 0.0
H 4.01089 3.53011 -1.37159 -0.2 0.0 -0.1
H 3.42840 1.13815 -1.44261 -0.1 -0.1 0.0
```
Forces are in eV/Å.

Results
Energy   -5146.56505 a.u.
Relative energy (zero: lowest compared OMol25 entry of this formula, charge and spin)   90.86 kJ/mol
Multiplicity   2
LUMO (alpha / beta)   -0.24 / -2.31 eV
F_max   1.7 eV/Å

Molecular formula: C33H32BrN6O5S5SeSiZr
Method: DFT, the ωB97M-V functional and the def2-TZVPD basis

XYZ file:
```
85
Properties=species:S:1:pos:R:3:forces:R:3
Zr 0.37389 0.86145 -0.20625 0.1 0.6 -0.3
N 2.47676 5.02504 -1.61360 0.1 -0.1 0.0
C 1.95844 3.74831 -1.49342 0.1 -0.1 0.0
S 0.37501 3.62158 -0.84416 -0.3 -0.2 -0.1
N 2.74548 2.78616 -1.86895 -0.2 0.0 0.1
N 2.21476 1.50556 -1.70092 0.2 0.0 0.1
C 2.92316 0.62248 -2.31397 -0.2 0.0 0.0
C 2.63212 -0.79258 -2.39994 0.1 0.0 0.0
C 3.63109 -1.68021 -2.81351 -0.1 -0.1 0.0
C 3.37554 -3.03459 -2.91293 0.1 0.1 0.0
C 2.09229 -3.50668 -2.62384 0.0 0.0 0.0
C 1.08015 -2.64822 -2.24499 0.1 0.0 -0.1
C 1.34253 -1.27652 -2.11711 0.0 -0.1 -0.1
O 0.39138 -0.44682 -1.76862 0.0 0.0 0.3
H 1.78522 5.75422 -1.64293 0.0 0.0 0.0
H 3.21761 5.10075 -2.29498 0.0 0.0 0.0
H 3.80250 0.99260 -2.83870 0.1 0.0 0.0
H 4.61661 -1.28849 -3.04327 0.0 0.0 0.0
H 4.15703 -3.71937 -3.21602 0.0 0.0 0.0
H 1.88163 -4.56735 -2.70124 0.0 0.0 0.0
H 0.08133 -2.99723 -2.01928 0.0 0.0 0.0
C -3.33067 1.50340 0.83488 0.0 0.1 0.0
C -2.24670 2.20695 1.57011 0.0 0.0 -0.1
N -0.95211 2.09974 1.38544 -0.2 0.0 0.1
C -0.24573 2.90434 2.26389 -0.2 0.2 0.1
C -1.01675 3.62456 3.11764 0.0 -0.1 -0.1
S -2.66402 3.29646 2.82744 0.0 0.1 -0.1
C 1.21193 2.95225 2.22599 0.2 0.1 0.2
C 1.98895 3.59741 3.13365 -0.1 -0.1 0.0
S 3.63358 3.33755 2.77160 0.0 0.0 0.0
C 3.19564 2.37820 1.41401 -0.1 -0.1 -0.1
N 1.90583 2.27388 1.24733 0.2 0.0 0.0
C 4.26925 1.74764 0.59049 0.0 0.0 0.0
H -3.00400 0.51475 0.51798 0.0 0.0 -0.1
H -3.58604 2.06715 -0.06275 0.0 0.0 0.0
H -4.21531 1.41199 1.46660 0.1 0.1 -0.1
H -0.69701 4.31749 3.87725 0.0 0.0 0.0
H 1.67598 4.16342 3.99482 0.0 0.0 0.0
H 5.21303 1.75976 1.13557 0.0 0.0 0.0
H 4.38331 2.29683 -0.34476 0.0 0.0 0.0
H 3.99629 0.72093 0.35778 0.0 0.0 0.0
O -5.70016 -1.13487 -2.07109 0.0 0.0 0.0
S -4.40357 -1.33064 -2.66272 0.1 0.0 0.0
O -3.96190 -2.67604 -2.90215 0.0 0.0 0.0
N -3.27976 -0.47779 -1.82413 0.0 0.0 0.2
C -2.77356 0.48829 -2.52283 0.0 0.0 -0.2
S -1.64589 1.66791 -2.02490 0.1 0.0 0.2
C -3.31606 0.59365 -3.92865 0.0 -0.1 0.1
C -2.98681 1.48875 -4.93309 0.0 0.0 0.1
C -3.63926 1.37308 -6.15329 0.0 0.0 0.0
C -4.59536 0.38276 -6.36684 0.0 0.0 0.0
C -4.92181 -0.51743 -5.36034 0.0 0.0 0.0
C -4.26560 -0.38307 -4.15350 0.0 0.1 -0.1
H -2.23619 2.24750 -4.75329 0.0 0.0 0.0
H -3.39993 2.06104 -6.95505 0.0 0.0 0.0
H -5.08844 0.31186 -7.32863 0.0 0.0 0.0
H -5.65954 -1.29426 -5.51476 0.0 0.0 0.0
Br 2.60273 -0.43261 4.94117 0.0 0.0 -0.1
C 2.81980 -1.85986 3.70509 0.1 0.0 -0.1
C 3.38609 -3.02365 4.20918 0.0 0.1 0.0
C 3.63203 -4.09247 3.36661 0.0 -0.1 -0.1
C 3.32893 -3.99736 2.01357 0.0 -0.1 0.1
C 2.77446 -2.83362 1.51864 -0.1 0.1 0.0
C 2.49838 -1.74984 2.35347 0.1 0.0 0.1
C 1.81672 -0.57439 1.72789 0.0 0.1 -0.1
O 1.05333 0.15971 2.35568 0.1 -0.1 0.1
O 2.01339 -0.41547 0.46566 0.0 -0.1 0.1
H 3.63308 -3.08062 5.26055 0.0 0.0 0.0
H 4.06537 -4.99882 3.77167 0.0 0.0 0.0
H 3.51755 -4.82876 1.34665 0.0 0.0 0.0
H 2.51428 -2.74183 0.47170 0.0 0.0 0.0
C -1.80441 -3.12571 3.36565 -0.1 0.1 0.0
Si -2.20416 -1.45174 2.58592 0.1 0.0 0.3
C -4.07481 -1.39810 2.28083 0.0 0.0 0.1
C -1.76243 -0.11394 3.84292 -0.1 0.0 0.0
Se -1.04057 -1.36262 0.67894 -0.2 0.0 -0.4
H -2.38518 -3.28512 4.28047 0.0 0.0 0.0
H -0.74105 -3.18608 3.61025 0.0 0.0 0.0
H -2.03191 -3.93536 2.66834 0.0 0.0 0.0
H -4.57366 -2.15595 2.89305 0.0 0.0 0.0
H -4.31507 -1.59889 1.23524 0.0 0.0 0.0
H -4.50379 -0.42725 2.54614 0.0 -0.1 0.0
H -2.08690 -0.41004 4.84680 0.0 0.0 0.0
H -2.24299 0.84138 3.61254 0.1 -0.2 0.1
H -0.68531 0.04342 3.85436 0.1 0.0 0.0
```
Forces are in eV/Å.

Results
Energy   -9284.78791 a.u.
Relative energy (zero: lowest compared OMol25 entry of this formula, charge and spin)   79.36 kJ/mol
Charge   -1
LUMO   2.00 eV
F_max   0.7 eV/Å

Molecular formula: C33H32ClMoN9O3Se
Method: DFT, the ωB97M-V functional and the def2-TZVPD basis

XYZ file:
```
80
Properties=species:S:1:pos:R:3:forces:R:3
Mo 1.41028 -1.18466 -1.07279 -1.0 0.7 1.5
C 2.86955 -4.55346 -3.15170 0.1 -0.1 0.1
C 2.24557 -4.67913 -1.76558 0.0 0.0 0.0
C 2.80985 -5.93145 -1.06961 0.0 0.0 0.0
C 2.48724 -3.48934 -0.84943 0.3 -0.1 -0.2
C 1.97552 -3.52072 0.45666 0.2 -0.2 0.2
C 2.53602 -2.75443 1.47594 0.0 0.1 -0.1
C 3.46062 -1.75207 1.19998 -0.1 0.1 0.0
C 4.07614 -0.91482 2.27593 -0.1 0.0 0.0
C 3.78516 -1.52188 -0.14975 0.5 -0.4 -0.1
C 3.40384 -2.44946 -1.13899 0.4 -0.6 0.3
H 2.60121 -5.43155 -3.73839 0.0 0.0 0.0
H 3.96205 -4.52965 -3.09332 -0.1 0.0 0.0
H 2.52992 -3.68007 -3.69911 0.0 0.1 0.0
H 1.16507 -4.81173 -1.87534 -0.1 0.0 0.0
H 3.86949 -5.79446 -0.83443 -0.1 0.0 0.0
H 2.72255 -6.79058 -1.73634 0.0 0.0 0.1
H 2.28054 -6.17118 -0.14496 0.1 0.0 -0.1
H 1.26922 -4.29807 0.72357 -0.1 0.0 -0.1
H 2.22642 -2.93397 2.49852 0.0 0.0 0.0
H 3.70081 0.11365 2.22774 0.0 -0.1 0.0
H 5.15891 -0.86846 2.14883 0.0 0.0 0.0
H 3.85533 -1.31630 3.26384 0.0 0.0 0.0
H 4.56321 -0.80591 -0.37291 0.0 0.2 -0.1
H 3.93970 -2.45574 -2.07465 -0.2 0.2 -0.2
C -4.33161 -0.83059 -1.43114 0.0 0.0 0.1
N -2.92206 -1.26994 -1.34604 -0.3 -0.1 0.0
C -1.81581 -0.57535 -1.54710 0.1 0.0 -0.2
N -0.76224 -1.34962 -1.29284 0.3 -0.4 0.2
C -1.32905 -2.54638 -0.92224 -0.1 0.1 -0.2
N -2.63101 -2.53001 -0.94897 0.1 0.3 0.0
C -4.83549 -0.24414 -0.13543 0.1 -0.1 0.0
C -5.85346 -0.85256 0.58528 0.0 -0.1 0.0
C -6.28745 -0.29037 1.78139 0.0 0.0 0.0
C -5.69943 0.86331 2.27419 0.0 0.0 0.0
C -4.67676 1.47085 1.55064 0.0 0.0 0.0
C -4.26242 0.92121 0.34519 0.1 0.0 0.0
C -3.97209 2.64078 2.06357 0.1 0.2 0.4
N -4.11258 3.28352 3.17210 0.1 0.0 -0.1
N -3.09824 4.23833 3.20581 0.0 0.0 -0.2
C -2.42933 4.09884 2.11307 -0.1 -0.1 0.4
O -2.92575 3.10219 1.34038 0.1 0.0 -0.3
C -1.21002 4.75173 1.64754 0.0 -0.1 -0.1
C -0.49423 5.63349 2.45057 0.0 0.0 0.0
C 0.70054 6.15892 1.98268 0.0 0.0 0.0
C 1.19639 5.79770 0.73433 0.1 0.0 0.0
C 0.47759 4.92285 -0.06927 0.0 -0.1 0.0
C 0.96974 4.50831 -1.43188 0.0 0.0 0.1
N 1.38726 3.08370 -1.50344 0.1 0.3 -0.1
C 0.68493 1.98085 -1.31095 0.0 0.0 0.1
N 1.47773 0.92555 -1.48734 0.4 -0.1 0.0
C 2.69679 1.48408 -1.79380 -0.2 0.0 0.0
N 2.67101 2.78282 -1.82160 -0.3 0.0 0.1
C -0.73129 4.42429 0.38647 -0.1 0.0 0.0
H -4.89828 -1.71353 -1.70407 0.0 -0.1 -0.1
H -4.39883 -0.10499 -2.23862 0.1 0.0 -0.1
H -1.79283 0.43692 -1.91800 0.0 -0.1 0.1
H -0.76768 -3.42890 -0.66251 0.0 0.1 0.0
H -6.31119 -1.76538 0.21829 0.0 0.1 0.0
H -7.08182 -0.76954 2.33985 0.0 0.0 0.0
H -6.01626 1.30001 3.21389 0.0 0.0 -0.1
H -3.46832 1.41370 -0.20835 -0.1 0.0 0.0
H -0.87684 5.89321 3.43015 0.0 0.0 0.0
H 1.26157 6.84775 2.60199 0.0 0.0 0.0
H 2.14120 6.20489 0.38908 -0.1 0.0 0.0
H 1.85157 5.06546 -1.72674 0.1 0.0 0.0
H 0.19351 4.66763 -2.17668 0.0 -0.1 -0.1
H -0.34900 1.95810 -1.01361 0.1 0.1 0.0
H 3.58087 0.91071 -2.01683 0.0 0.0 0.0
H -1.33124 3.77482 -0.24233 0.0 0.1 0.0
Se 1.24613 -1.37978 -5.81652 0.0 0.0 0.1
C 1.42651 -1.37163 -4.14470 0.0 0.2 0.4
N 1.55781 -1.36700 -2.93060 0.0 -0.3 -1.1
Cl -1.35969 0.61376 3.48573 -0.1 0.1 -0.1
C -0.05303 -0.38645 2.85521 0.0 -0.1 0.0
C 0.62610 0.25228 1.66254 -0.5 -0.3 0.0
O 0.85426 1.41475 1.55762 0.3 0.1 -0.4
O 0.94823 -0.66963 0.70729 -0.1 0.6 -0.2
H -0.45517 -1.35963 2.59588 0.0 -0.1 0.0
H 0.68658 -0.49644 3.64721 0.1 -0.1 0.0
```
Forces are in eV/Å.

Results
Energy   -4924.54437 a.u.
Relative energy (zero: lowest compared OMol25 entry of this formula, charge and spin)   92.47 kJ/mol
Charge   +2
LUMO (alpha / beta)   -8.12 / -8.21 eV
F_max   1.9 eV/Å